1 | Here is 2 unconnected molecules or ions with the total composition C5H10ClN from the OMol25 dataset. Energies are from ωB97M-V/def2-TZVPD.

```
! wB97M-V def2-TZVPD RIJCOSX def2/J DEFGRID3
* xyz 0 1
C 1.6626 -0.0231 0.6482
C 1.3251 -1.1870 0.0443
C 1.7498 -2.5964 0.3301
C -2.0359 2.0978 -1.3317
C -1.9080 0.3744 0.4286
N -1.6508 1.6050 -0.0022
Cl -1.2178 0.1418 1.9767
H 1.2688 1.0288 0.3550
H 2.2711 -0.1998 1.4728
H 2.0531 -3.1292 -0.5225
H 2.5667 -2.5990 1.1237
H 0.8904 -3.1568 0.7346
H -1.4916 1.6760 -2.1326
H -2.9896 1.7221 -1.5711
H -2.0937 3.2568 -1.2254
H 0.6902 -1.1885 -0.9136
H -1.0904 2.1771 0.5851
*
```

For the gap between HOMO and LUMO, the calculation gives 9.61 eV. The LUMO energy comes out at 0.88 eV. The HOMO energy comes out at -0.321 Ha.

=====

2 | Here is 2 unconnected molecules or ions with the total composition C5H10ClN from the OMol25 dataset. Energies are from ωB97M-V/def2-TZVPD.

```
! wB97M-V def2-TZVPD RIJCOSX def2/J DEFGRID3
* xyz 0 1
C 0.8910 0.0178 -2.3703
C 1.1682 -0.2147 -0.7267
C 2.4053 -0.9527 -0.2972
Cl 1.2474 1.5336 -0.0651
H 0.8649 0.9718 -2.7314
H 1.6011 -0.6926 -2.7817
H -0.1675 -0.3284 -2.5889
H 0.4583 -0.6563 -0.1897
H 2.5523 -1.0102 0.8221
H 3.1796 -0.2722 -0.7127
H 2.4182 -1.9727 -0.6262
C -2.3296 2.6107 -0.6398
C -1.8742 1.2873 -0.1498
N -1.4571 0.2344 0.0470
H -3.3508 2.7826 -0.4650
H -2.1424 2.4791 -1.7499
H -1.7355 3.4676 -0.3883
*
```

As for the SMILES: CC(C)Cl.CC#N. For the gap between HOMO and LUMO, the calculation gives 10.92 eV. The LUMO energy comes out at 0.78 eV. The HOMO energy comes out at -0.373 Ha.

=====

Most stable structure: 2

=====

1 | Here is a molecular structure, C4H7IN2O from the OMol25 dataset. Energies are from ωB97M-V/def2-TZVPD.

```
! wB97M-V def2-TZVPD RIJCOSX def2/J DEFGRID3
* xyz 0 1
C -0.9567 -0.6705 -0.3982
C -1.2513 0.8228 -0.5377
C 0.2366 1.4863 -0.5112
C 0.9040 0.7290 0.5830
N -0.0656 -0.9066 0.6280
N 0.7110 -2.0145 0.6360
O -1.5541 -1.5639 -1.0198
I 2.8896 -0.0697 0.3019
H -1.8536 1.0786 -1.4299
H -1.7865 1.2342 0.3157
H 0.6361 1.4612 -1.5236
H 0.1261 2.5026 -0.1361
H 0.8744 1.0071 1.6746
H 0.4309 -2.6500 -0.0883
H 0.6591 -2.4468 1.5056
*
```

For the gap between HOMO and LUMO, the calculation gives 9.18 eV. The LUMO energy comes out at 0.36 eV. The HOMO energy comes out at -0.324 Ha.

=====

2 | Here is C4H7IN2O in the gas phase from the OMol25 dataset. Energies are from ωB97M-V/def2-TZVPD.

```
! wB97M-V def2-TZVPD RIJCOSX def2/J DEFGRID3
* xyz 0 1
C -1.0224 -0.6594 -0.8971
C -0.5093 0.7065 -1.4904
C 0.4024 1.2793 -0.4145
C 1.1397 0.3421 0.3249
N 0.0452 -1.4106 -0.4711
N -0.1145 -2.3495 0.4398
O -2.1657 -1.0821 -0.7932
I 3.1045 -0.2522 -0.0367
H -0.0230 0.4816 -2.3952
H -1.3936 1.2705 -1.6043
H 1.2611 2.0314 -0.8928
H -0.1104 2.0015 0.3112
H 0.7385 -0.0142 1.2464
H 0.4824 -3.1260 0.2673
H -1.0220 -2.5199 0.6482
*
```

For the gap between HOMO and LUMO (alpha / beta), the calculation gives 7.30 / 8.06 eV. The LUMO energy (alpha / beta) comes out at -0.45 / -0.12 eV. The HOMO energy (alpha / beta) comes out at -0.285 / -0.300 Ha.

=====

Most stable structure: 1

=====

1 | Here is 3 unconnected molecules or ions with the total composition C3H11O2S from the OMol25 dataset. Energies are from ωB97M-V/def2-TZVPD.

```
! wB97M-V def2-TZVPD RIJCOSX def2/J DEFGRID3
* xyz -1 1
C 1.0900 -0.9104 1.7906
C -0.2381 -0.2034 1.4537
C -0.0201 1.1441 0.7426
S 0.9911 1.0717 -0.7976
H 1.7135 -0.2678 2.4230
H 0.9439 -1.8855 2.2553
H 1.6558 -1.0166 0.8650
H -0.7313 0.0048 2.4125
H -0.8026 -0.9127 0.8443
H -0.9998 1.4946 0.4169
H 0.4876 1.7871 1.4636
H 0.2201 -1.2973 -1.2922
H 0.1281 -1.4428 -2.7682
O -0.2702 -1.8418 -1.9499
H -0.7783 1.7742 -2.3121
H -2.0936 1.1686 -2.5204
O -1.2961 1.3333 -3.0271
*
```

For the gap between HOMO and LUMO, the calculation gives 6.97 eV. The LUMO energy comes out at 4.05 eV. The HOMO energy comes out at -0.107 Ha.

=====

2 | Here is 3 unconnected molecules or ions with the total composition C3H11O2S from the OMol25 dataset. Energies are from ωB97M-V/def2-TZVPD.

```
! wB97M-V def2-TZVPD RIJCOSX def2/J DEFGRID3
* xyz -1 1
C 0.2732 -1.6601 0.4412
C 0.6024 -1.0700 -0.9137
C 0.9120 0.4359 -0.8303
S 2.1883 0.9327 0.3632
H -0.6245 -1.1801 0.8362
H 0.0125 -2.7173 0.4152
H 1.0858 -1.4918 1.1414
H -0.2319 -1.1693 -1.6058
H 1.4534 -1.5718 -1.3637
H 1.1496 0.8061 -1.8288
H -0.0323 0.9281 -0.5574
H -6.9583 0.4085 2.0116
H -6.8045 0.2181 0.4830
O -7.2721 0.7180 1.1586
H 4.4007 1.4462 0.1226
H 4.6843 2.8959 -0.0042
O 5.1612 2.0709 0.1309
*
```

For the gap between HOMO and LUMO, the calculation gives 5.36 eV. The LUMO energy comes out at 2.61 eV. The HOMO energy comes out at -0.101 Ha.

=====

Most stable structure: 1

=====

1 | Here is 5 unconnected molecules or ions with the total composition C5H19NO4 from the OMol25 dataset. Energies are from ωB97M-V/def2-TZVPD.

```
! wB97M-V def2-TZVPD RIJCOSX def2/J DEFGRID3
* xyz 0 1
C -1.7106 -1.1261 -1.8415
C -0.5844 -0.5678 -1.4605
C 0.1416 0.6649 -1.9258
C 0.3721 1.6377 -0.7659
N 1.1927 1.0270 0.2723
C 1.2864 1.7942 1.4985
H -2.3254 -0.8153 -2.6863
H -2.1959 -2.0634 -1.5650
H -0.1500 -1.0618 -0.5899
H 1.0901 0.3216 -2.3503
H -0.4405 1.1505 -2.7069
H 0.9115 2.5091 -1.1201
H -0.5911 1.9861 -0.3781
H 0.6753 0.1902 0.5281
H 2.3004 2.1112 1.7227
H 0.8605 1.3025 2.3744
H 0.6388 2.6723 1.5041
O 1.4475 -2.4432 1.5958
H 2.0337 -2.2095 0.8500
H 0.8025 -1.7309 1.6854
O -0.8838 -0.4307 1.8697
H -0.9324 -0.2544 2.8164
H -1.8275 -0.5945 1.6507
O -3.4615 -0.4058 0.7674
H -3.5333 -1.0889 0.0934
H -3.2071 0.4128 0.3216
O 2.9820 -1.1913 -0.5294
H 2.6212 -0.3004 -0.3333
H 2.4870 -1.4961 -1.2976
*
```

As for the SMILES: C=CCCNC.O.O.O.O. For the gap between HOMO and LUMO, the calculation gives 9.95 eV. The LUMO energy comes out at 0.38 eV. The HOMO energy comes out at -0.352 Ha.

=====

2 | Here is 5 unconnected molecules or ions with the total composition C5H19NO4 from the OMol25 dataset. Energies are from ωB97M-V/def2-TZVPD.

```
! wB97M-V def2-TZVPD RIJCOSX def2/J DEFGRID3
* xyz 0 1
C 3.1337 -0.0323 -0.9034
C 1.8116 0.1236 -0.3271
C 1.4406 0.7667 0.8247
C 2.2515 1.5167 1.8309
N 0.0127 0.7210 0.9433
C -0.7764 1.8397 1.6317
H 3.6421 1.0536 -0.5242
H 3.6445 -0.8548 -0.2636
H 3.2084 -0.2461 -1.9545
H 0.9334 -0.2584 -0.8243
H 3.1192 0.8741 2.1600
H 1.6623 1.8503 2.7071
H 2.7110 2.4526 1.5987
H -0.5079 0.7686 0.0877
H -1.0418 1.5263 2.6287
H -0.3508 2.8722 1.5219
H -1.7723 1.8628 1.1809
O -2.8094 -0.2136 1.0034
H -3.0707 -0.7354 1.8923
H -2.3216 -0.8325 0.5204
O -0.7728 -1.5187 -1.9871
H -0.7397 -2.1966 -1.2708
H -0.0461 -0.9923 -2.1753
O -2.1928 1.1574 -2.4588
H -1.9714 0.2894 -2.9521
H -2.9814 0.9305 -1.9270
O -0.6074 -3.3533 -0.0489
H 0.3087 -3.5410 -0.1565
H -0.6225 -3.7303 0.7372
*
```

As for the SMILES: C/C=C(\C)NC.O.O.O.O. For the gap between HOMO and LUMO, the calculation gives 7.43 eV. The LUMO energy comes out at 0.22 eV. The HOMO energy comes out at -0.265 Ha.

=====

Most stable structure: 1

=====

1 | Here is C5H9NO4 in the gas phase from the OMol25 dataset. Energies are from ωB97M-V/def2-TZVPD.

```
! wB97M-V def2-TZVPD RIJCOSX def2/J DEFGRID3
* xyz 0 1
C 0.6791 3.0819 0.0583
O 1.1857 1.8390 -0.0946
C 0.2989 0.8094 -0.2081
O -0.9027 0.9746 -0.1613
C 1.0744 -0.4652 -0.1747
C 0.3850 -1.7292 -0.5335
C -1.1510 -1.7861 -0.4656
N -1.4785 -1.5057 1.0553
O -0.7445 -1.4342 1.9874
O -2.6831 -1.3506 1.1711
H 1.4461 3.7903 0.2985
H 0.0430 3.0618 0.9991
H 0.1434 3.5123 -0.8099
H 1.8857 -0.3855 -0.9578
H 1.5487 -0.5267 0.8486
H 0.7093 -2.3876 0.2411
H 0.8085 -1.8527 -1.5230
H -1.5462 -0.9671 -0.9987
H -1.7019 -2.6788 -0.7321
*
```

As for the SMILES: COC(=O)CCC[N+](=O)[O-]. For the gap between HOMO and LUMO, the calculation gives 11.14 eV. The LUMO energy comes out at 0.65 eV. The HOMO energy comes out at -0.385 Ha.

=====

2 | Here is a molecular structure, C5H9NO4 from the OMol25 dataset. Energies are from ωB97M-V/def2-TZVPD.

```
! wB97M-V def2-TZVPD RIJCOSX def2/J DEFGRID3
* xyz 0 1
C -0.8867 1.4504 0.5517
C 1.2171 1.4506 -0.6477
C 1.3459 -1.3609 0.0799
N 0.3667 0.9480 0.4242
C -1.2034 -0.8037 -0.6513
C 0.2379 -0.5174 0.6548
O -1.6355 1.1223 1.5115
O -2.2810 -1.4161 -0.1245
O -1.0158 -0.7325 -1.8436
O -0.2060 -0.7932 1.8327
H -1.1073 0.1138 1.9914
H -2.8225 -1.7873 -0.8450
H -1.1624 2.2842 -0.0962
H 0.9397 1.0272 -1.6140
H 2.2520 1.1988 -0.4304
H 1.1232 2.5350 -0.6837
H 2.2842 -1.0849 0.5693
H 1.1171 -2.3978 0.3166
H 1.4366 -1.2365 -0.9956
*
```

For the gap between HOMO and LUMO, the calculation gives 8.58 eV. The LUMO energy comes out at 0.18 eV. The HOMO energy comes out at -0.309 Ha.

=====

Most stable structure: 2

=====

1 | Here is 2 unconnected molecules or ions with the total composition C5H9OP from the OMol25 dataset. Energies are from ωB97M-V/def2-TZVPD.

```
! wB97M-V def2-TZVPD RIJCOSX def2/J DEFGRID3
* xyz 0 3
C 1.8378 -0.1745 0.6181
C 0.0225 -0.6571 -1.4322
C 1.3772 1.3237 0.7893
C 0.6169 -0.9038 0.0869
C -0.3746 0.2288 -0.2418
O 0.1759 1.4439 -0.0656
P -3.7607 0.0957 0.3273
H 2.7027 -0.2937 0.0133
H 2.0538 -0.4947 1.6859
H 0.7577 -0.3308 -2.1727
H -0.7256 -1.4008 -1.6083
H 1.1485 1.5626 1.7455
H 2.0344 2.0890 0.4600
H 0.2377 -1.8418 0.5723
H -3.3973 -1.1281 -0.2330
H -4.7068 0.4814 -0.5452
*
```

For the gap between HOMO and LUMO (alpha / beta), the calculation gives 8.52 / 8.25 eV. The LUMO energy (alpha / beta) comes out at 1.04 / -1.13 eV. As for the expectation value of S²: 2.006. The HOMO energy (alpha / beta) comes out at -0.275 / -0.345 Ha.

=====

2 | Here is C5H9OP in the gas phase from the OMol25 dataset. Energies are from ωB97M-V/def2-TZVPD.

```
! wB97M-V def2-TZVPD RIJCOSX def2/J DEFGRID3
* xyz 0 3
C -1.3999 1.1184 -0.5506
C -0.5344 -1.0412 0.8925
C 0.1163 1.0548 -0.5909
C 0.6681 -0.1094 0.0971
C 2.0294 -0.7335 -0.2726
O 0.7824 1.2076 0.5563
P -1.9362 -0.6900 -0.3151
H -1.5945 1.7778 0.2684
H -1.8347 1.6236 -1.4407
H -0.0981 -1.9956 0.9094
H -0.6377 -0.7245 1.9168
H 0.5827 1.7152 -1.3252
H 2.5731 -0.0119 -0.9849
H 1.6931 -1.7078 -0.6698
H 2.5490 -0.8773 0.7078
H -2.9585 -0.6062 0.8016
*
```

For the gap between HOMO and LUMO (alpha / beta), the calculation gives 5.31 / 6.85 eV. The LUMO energy (alpha / beta) comes out at 1.10 / -2.86 eV. As for the expectation value of S²: 2.004. The HOMO energy (alpha / beta) comes out at -0.154 / -0.357 Ha.

=====

Most stable structure: 1

=====

1 | Here is 6 unconnected molecules or ions with the total composition H12O5S from the OMol25 dataset. Energies are from ωB97M-V/def2-TZVPD.

```
! wB97M-V def2-TZVPD RIJCOSX def2/J DEFGRID3
* xyz 0 1
O 0.9344 1.5516 -2.4360
H 1.5400 1.3863 -3.1393
H 0.0993 1.3811 -3.0660
O -3.1807 -1.5611 0.3176
H -3.9236 -1.2154 -0.2238
H -3.5213 -1.7939 1.1816
O -0.6465 -2.6644 -1.2216
H -1.0507 -2.4058 -0.3329
H -0.0800 -3.3640 -1.1355
O -1.6328 -2.5356 6.0580
H -1.8681 -3.4857 5.9422
H -2.4449 -2.1018 6.5234
O 2.0241 -1.0043 -4.1663
H 1.2066 -1.1847 -3.6775
H 2.4553 -1.8279 -4.4091
S 1.4537 3.5881 0.7590
H 1.9399 3.6784 1.9168
H 2.3988 3.2351 -0.1360
*
```

As for the SMILES: O.O.O.O.O.S. For the gap between HOMO and LUMO, the calculation gives 9.79 eV. The LUMO energy comes out at 0.52 eV. The HOMO energy comes out at -0.341 Ha.

=====

2 | Here is 6 unconnected molecules or ions with the total composition H12O5S from the OMol25 dataset. Energies are from ωB97M-V/def2-TZVPD.

```
! wB97M-V def2-TZVPD RIJCOSX def2/J DEFGRID3
* xyz 0 1
O 2.9412 -2.0646 -1.5962
H 2.7846 -1.8108 -0.6827
H 3.5638 -1.4955 -2.0701
O -0.6930 -1.1123 -2.9324
H -0.1443 -1.2257 -3.7676
H -1.3372 -1.7230 -3.0872
O 0.2219 0.0018 -0.3449
H -0.3507 0.3387 -1.1117
H 0.5225 -0.8605 -0.7086
O 1.2937 -3.6350 -2.9551
H 1.0398 -2.7846 -2.6743
H 1.8161 -4.0075 -2.2850
O 1.8742 1.5927 1.6717
H 1.0251 1.6691 1.1412
H 1.4943 0.9496 2.4133
S -3.1431 2.8591 3.4997
H -3.2095 3.4527 2.3082
H -2.0192 3.4922 3.7828
*
```

As for the SMILES: O.O.O.O.O.S. For the gap between HOMO and LUMO, the calculation gives 10.17 eV. The LUMO energy comes out at 0.36 eV. The HOMO energy comes out at -0.360 Ha.

=====

3 | Here is 6 unconnected molecules or ions with the total composition H12O5S from the OMol25 dataset. Energies are from ωB97M-V/def2-TZVPD.

```
! wB97M-V def2-TZVPD RIJCOSX def2/J DEFGRID3
* xyz 0 1
O -1.4314 0.5018 2.2138
H -1.0736 0.6869 1.3514
H -0.6988 0.6383 2.8323
O 1.7194 1.5275 0.8195
H 2.4171 1.5760 0.1508
H 1.7590 2.3638 1.2991
O -2.3286 -1.3554 -0.5853
H -2.4586 -1.2902 -1.5279
H -2.9850 -0.8401 -0.1332
O 2.2922 0.8080 -1.7590
H 1.3481 0.6952 -1.8632
H 2.7978 0.0609 -1.4466
O -0.6591 0.4106 -1.5833
H -0.1445 0.8956 -0.9283
H -1.1894 -0.2123 -1.0207
S 0.8153 -2.0005 0.5593
H -0.2135 -1.3927 1.1528
H 0.0337 -3.0734 0.4683
*
```

As for the SMILES: O.O.O.O.O.S. For the gap between HOMO and LUMO, the calculation gives 9.86 eV. The LUMO energy comes out at 0.39 eV. The HOMO energy comes out at -0.348 Ha.

=====

Most stable structure: 3